# 1
Below is the molecule C2H4ClNO in a non-equilibrium geometry, with properties calculated with the ωB97M-V functional and the def2-TZVPD basis.

Geometry (Å):
O (-0.6094, -1.8649, 0.9883)
N (-0.2045, -1.0484, -0.0291)
C (0.1066, 0.1076, 0.4057)
C (0.4987, 0.9816, -0.6568)
Cl (-0.5464, 2.3803, -0.3160)
H (-1.0546, -2.5821, 0.4773)
H (-0.0547, 0.2408, 1.4125)
H (0.3461, 0.4792, -1.5787)
H (1.5182, 1.3059, -0.7032)

**Total charge**: 0
**Spin multiplicity**: 1
**E_tot**: -668.7134 hartree
**Largest force on an atom**: 4.003 eV/A
**Structure (SMILES)**: O/N=C/CCl
**Frontier orbital gap**: 10.96 eV
**ΔE to the lowest compared entry with this formula, charge and spin**: 2.468 eV

# 2
Below is a cluster of 2 separate species, C2H4ClNO in total in a non-equilibrium geometry, with properties calculated with the ωB97M-V functional and the def2-TZVPD basis.

Geometry (Å):
O (-0.3105, -0.0096, -0.6344)
C (-0.0477, 1.3078, -0.7049)
Cl (-1.0716, 2.0932, 0.5396)
H (-1.0157, -0.3967, -0.0977)
H (1.0319, 1.3361, -0.4162)
H (-0.3126, 1.6195, -1.7206)
C (0.6176, -2.1846, 1.1561)
N (0.1376, -1.3654, 1.7491)
H (0.9711, -2.4003, 0.1292)

**Total charge**: 0
**Spin multiplicity**: 1
**E_tot**: -668.7206 hartree
**Largest force on an atom**: 5.195 eV/A
**Structure (SMILES)**: OCCl.C#N
**Frontier orbital gap**: 11.37 eV
**ΔE to the lowest compared entry with this formula, charge and spin**: 2.273 eV

# 3
Below is a cluster of 2 separate species, C2H4ClNO2 in total in a non-equilibrium geometry, with properties calculated with the ωB97M-V functional and the def2-TZVPD basis.

Geometry (Å):
C (0.4921, 1.1926, -0.0196)
C (0.3292, -0.3439, -0.3666)
N (0.6204, -1.3590, 0.3536)
O (-0.3855, 1.9294, 0.2626)
O (1.7302, 1.2752, -0.0859)
Cl (-2.5642, -0.0037, -0.0717)
H (0.3444, -0.2748, -1.4378)
H (0.7452, -2.1637, -0.1498)
H (0.6247, -1.3156, 1.3684)
H (-1.9364, 1.0635, 0.1467)

**Total charge**: 0
**Spin multiplicity**: 1
**E_tot**: -743.9934 hartree
**Largest force on an atom**: 3.833 eV/A
**Frontier orbital gap**: 9.92 eV
**ΔE to the lowest compared entry with this formula, charge and spin**: 1.132 eV

- What is the spin multiplicity in the third record?
  1

Copy entry 2 word for word.
Below is a cluster of 2 separate species, C2H4ClNO in total in a non-equilibrium geometry, with properties calculated with the ωB97M-V functional and the def2-TZVPD basis.

Geometry (Å):
O (-0.3105, -0.0096, -0.6344)
C (-0.0477, 1.3078, -0.7049)
Cl (-1.0716, 2.0932, 0.5396)
H (-1.0157, -0.3967, -0.0977)
H (1.0319, 1.3361, -0.4162)
H (-0.3126, 1.6195, -1.7206)
C (0.6176, -2.1846, 1.1561)
N (0.1376, -1.3654, 1.7491)
H (0.9711, -2.4003, 0.1292)

**Total charge**: 0
**Spin multiplicity**: 1
**E_tot**: -668.7206 hartree
**Largest force on an atom**: 5.195 eV/A
**Structure (SMILES)**: OCCl.C#N
**Frontier orbital gap**: 11.37 eV
**ΔE to the lowest compared entry with this formula, charge and spin**: 2.273 eV

- ΔE to the lowest compared entry with this formula, charge and spin of number 3 (C2H4ClNO2)?
  1.132 eV